(1)
ORCA calculation (the ωB97M-V functional and the def2-TZVPD basis) on ClH2PS2 as an isolated structure in a non-equilibrium geometry.

Kohn-Sham gap: 8.45 eV
HOMO: -9.8 eV
Lowest unoccupied orbital energy: -1.3 eV
ΔE to the lowest compared entry with this formula, charge and spin: 86.93 kJ/mol
Charge: 0

Geometry as XYZ:
```
6
Properties=species:S:1:pos:R:3:forces:R:3
P 0.041032 -0.015942 0.621410 -2.07 0.24 -0.90
S 0.903185 -1.455035 -0.639228 -0.18 -1.43 1.27
S 0.424862 1.695933 -0.600008 0.19 -1.37 -0.41
Cl -2.511743 -0.175236 0.004901 2.35 0.03 0.58
H 0.842062 -2.636249 0.251394 -0.12 2.29 -1.26
H 0.300600 2.586528 0.361532 -0.17 0.24 0.71
```
Positions in Å, forces in eV/Å.

***

(2)
ORCA calculation (the ωB97M-V functional and the def2-TZVPD basis) on C22H25AsMnN3O4S as an isolated structure.

Kohn-Sham gap (spin up / spin down): 5.93 / 5.88 eV
Expectation value of S²: 8.756
HOMO (spin up / spin down): -9.7 / -9.8 eV
Lowest unoccupied orbital energy (spin up / spin down): -3.8 / -3.9 eV
Multiplicity: 6
ΔE to the lowest compared entry with this formula, charge and spin: 49.11 kJ/mol
Charge: +1

Geometry as XYZ:
```
57
Properties=species:S:1:pos:R:3:forces:R:3
Mn -0.193496 -0.525422 -0.624715 0.81 -0.41 0.01
O 0.359065 -4.873846 -1.595021 0.01 0.02 -0.04
C 0.071482 -3.656006 -1.164739 -0.03 -0.11 0.21
O -0.017741 -2.674621 -1.854104 0.02 0.13 -0.19
C -0.145437 -3.577582 0.320567 0.06 -0.12 -0.19
C -0.011360 -4.642315 1.197821 0.02 -0.08 -0.08
C -0.210277 -4.400336 2.544807 0.00 -0.03 0.05
C -0.526280 -3.114384 2.958763 -0.05 0.05 0.19
C -0.627876 -2.119031 2.005400 -0.03 0.09 0.19
N -0.444279 -2.354620 0.718028 -0.09 0.09 -0.12
C -0.860301 -0.660206 2.279860 -0.04 -0.14 0.17
O -1.207145 -0.261654 3.490341 -0.01 -0.04 0.06
O -0.711717 0.156749 1.402288 -0.12 0.29 -0.04
H 0.503559 -4.838418 -2.555346 0.00 -0.02 0.02
H 0.250656 -5.622413 0.824742 -0.01 0.02 0.02
H -0.108078 -5.199867 3.266113 -0.01 0.03 0.00
H -0.660892 -2.903778 4.012579 0.02 -0.06 -0.01
H -1.401710 -0.999386 4.083212 0.03 0.02 0.00
C -3.062041 0.256006 -1.866177 0.07 0.10 -0.05
N -1.596458 0.206579 -1.944865 -0.67 0.22 -0.15
C -1.029483 0.710873 -3.002993 0.04 -0.03 0.08
C 0.377584 0.718576 -3.115177 0.02 -0.06 0.04
C 1.235471 1.087043 -4.155877 -0.11 0.06 -0.06
C 2.523532 0.792663 -3.719600 0.04 -0.02 0.05
C 2.391907 0.257392 -2.431229 0.08 0.10 -0.07
N 1.107877 0.210547 -2.053949 0.07 0.13 -0.11
C -3.606518 1.626744 -1.522648 0.07 -0.01 0.01
C -4.665852 2.160115 -2.244605 -0.02 0.03 0.00
C -5.180256 3.411702 -1.925816 0.00 -0.01 0.00
C -4.633962 4.141648 -0.882256 0.00 -0.01 -0.01
C -3.571782 3.615601 -0.156487 0.01 -0.01 0.00
C -3.062167 2.366873 -0.474844 -0.04 -0.01 -0.03
H -3.380163 -0.460100 -1.106032 0.00 -0.05 0.01
H -3.497690 -0.074841 -2.811959 -0.02 -0.02 -0.02
H -1.641566 1.124193 -3.805077 0.03 -0.01 -0.03
H 0.939371 1.512006 -5.103521 0.02 -0.02 0.03
H 3.447387 0.941760 -4.256830 -0.05 -0.01 0.02
H 3.176276 -0.089038 -1.775103 -0.04 -0.03 0.02
H -5.094188 1.595728 -3.065854 0.01 0.01 0.02
H -6.004438 3.817496 -2.498814 0.02 -0.01 0.01
H -5.029912 5.118409 -0.636460 0.01 -0.01 0.00
H -3.140239 4.183387 0.658699 -0.01 -0.01 -0.02
H -2.230756 1.963450 0.090964 0.02 0.01 0.02
C 3.892998 -0.258566 3.742268 0.02 0.07 -0.01
As 3.373068 0.410312 2.013244 0.05 -0.04 -0.10
C 4.992306 1.018028 1.174722 -0.02 0.01 0.02
C 2.309823 1.980042 2.332996 0.00 -0.01 -0.02
S 2.439736 -1.077287 0.865954 -0.13 -0.06 0.15
H 4.588712 0.430457 4.219384 -0.01 0.00 0.00
H 4.365252 -1.225686 3.593684 0.03 -0.03 0.02
H 3.008554 -0.376366 4.363970 -0.03 -0.02 0.00
H 5.561430 1.653685 1.851487 -0.02 0.01 0.00
H 4.731942 1.568378 0.272994 -0.01 0.00 -0.02
H 5.571107 0.138208 0.905078 0.05 0.00 -0.01
H 2.858739 2.660528 2.983047 -0.01 0.01 -0.01
H 1.370529 1.692013 2.799600 -0.01 -0.01 0.01
H 2.105695 2.458577 1.377487 -0.01 0.01 -0.01
```
Positions in Å, forces in eV/Å.

***

(3)
ORCA calculation (the ωB97M-V functional and the def2-TZVPD basis) on a 2-piece molecular cluster, C3H6IN2O overall in a non-equilibrium geometry.

Kohn-Sham gap: 7.71 eV
HOMO: -13.4 eV
Lowest unoccupied orbital energy: -5.7 eV
ΔE to the lowest compared entry with this formula, charge and spin: 201.85 kJ/mol
Charge: +1

Geometry as XYZ:
```
13
Properties=species:S:1:pos:R:3:forces:R:3
C -1.259853 -0.660923 -0.676870 1.25 -1.53 1.70
C 0.201002 0.457971 -1.698985 -0.60 2.56 0.67
C 0.169688 -0.234990 -0.372435 0.01 1.97 -3.22
N -1.160836 -0.040828 -1.883520 -0.95 -0.02 -1.04
N 0.989220 -0.267352 0.561288 0.45 -1.32 0.94
O -1.871411 -1.321753 0.099417 -1.62 0.04 -0.93
I 0.534934 0.209592 3.746811 -0.11 0.24 0.59
H 0.228965 1.585889 -1.571826 0.13 -1.13 -0.31
H 0.911771 0.143598 -2.429774 0.64 -0.40 -0.36
H -1.742065 0.067342 -2.729290 0.13 -0.28 1.03
H 1.827306 0.334523 0.555491 -0.18 -0.94 0.37
H 0.773372 -1.088836 1.150716 0.79 0.97 0.96
H 0.397907 0.815767 5.248978 0.06 -0.17 -0.40
```
Positions in Å, forces in eV/Å.

***

(4)
ORCA calculation (the ωB97M-V functional and the def2-TZVPD basis) on an isolated ion of composition C4HN2S2 and charge -1 in a non-equilibrium geometry.

Structure (SMILES): N#CC1=C(/N=C\[S-])S1
Kohn-Sham gap: 7.20 eV
HOMO: -3.8 eV
Lowest unoccupied orbital energy: 3.4 eV
ΔE to the lowest compared entry with this formula, charge and spin: 219.18 kJ/mol
Charge: -1

Geometry as XYZ:
```
9
Properties=species:S:1:pos:R:3:forces:R:3
N 0.062057 0.862237 3.109993 -0.11 -0.63 -1.65
C -0.063222 0.330854 2.069055 0.26 1.42 3.03
C -0.297741 -0.450770 0.995466 0.32 -1.51 -1.95
C -0.133469 -0.924617 -0.237858 -1.41 0.42 1.92
N -0.062751 -0.667273 -1.499048 0.73 -1.46 -1.59
C 0.248974 0.582247 -1.805242 -0.41 0.23 2.69
S 0.320460 1.768502 -0.674824 0.35 1.58 0.00
S -0.550120 -2.320919 0.821150 0.04 -0.27 -0.01
H 0.475811 0.819738 -2.778693 0.23 0.21 -2.45
```
Positions in Å, forces in eV/Å.

***

(5)
ORCA calculation (the ωB97M-V functional and the def2-TZVPD basis) on one molecule with the formula C4H11N3O2 in a non-equilibrium geometry.

Structure (SMILES): CCN(CC)N(O)N=O
Kohn-Sham gap: 10.10 eV
HOMO: -9.3 eV
Lowest unoccupied orbital energy: 0.8 eV
ΔE to the lowest compared entry with this formula, charge and spin: 1006.57 kJ/mol
Charge: 0

Geometry as XYZ:
```
20
Properties=species:S:1:pos:R:3:forces:R:3
C 1.525416 -0.681717 0.766605 4.24 -2.90 -0.90
C 0.052902 -0.591227 1.260682 1.89 0.00 5.20
N -0.710125 0.196264 0.305280 -0.95 -2.42 0.69
C 0.016144 0.968563 -0.669275 -0.06 -1.07 -3.60
C 0.627153 2.269085 -0.267295 2.22 3.67 1.69
N -1.464834 -0.812702 -0.255711 -0.99 0.48 -0.35
O -0.940696 -2.045936 -0.539407 -0.78 0.34 -2.17
N -2.723005 -0.672428 -0.571706 2.25 3.43 1.77
O -3.068576 -1.619498 -1.195201 -2.78 -3.58 -2.65
H 1.952381 0.206827 0.099669 -0.84 -1.97 2.32
H 1.833297 -1.668046 0.028222 -1.81 2.60 1.55
H 2.356395 -1.054182 1.565185 -2.22 1.64 -1.21
H -0.339915 -1.782201 1.574544 0.84 4.05 -1.28
H -0.081723 0.093007 2.378987 0.92 -2.19 -3.13
H -0.725309 1.062660 -1.470181 -0.10 0.73 0.17
H 0.810229 0.364794 -1.305519 -1.31 0.88 1.61
H 1.384488 2.529326 -1.171472 -1.65 -0.32 2.37
H 1.282377 2.117933 0.766940 -1.52 0.50 -2.81
H -0.030488 3.377029 -0.026473 1.48 -3.85 -0.91
H -1.756111 -2.257552 -1.273875 1.18 0.01 1.65
```
Positions in Å, forces in eV/Å.

***

(6)
ORCA calculation (the ωB97M-V functional and the def2-TZVPD basis) on C3H7N3O2 as an isolated structure in a non-equilibrium geometry.

Kohn-Sham gap: 8.58 eV
HOMO: -8.7 eV
Lowest unoccupied orbital energy: -0.1 eV
ΔE to the lowest compared entry with this formula, charge and spin: 584.35 kJ/mol
Charge: 0

Geometry as XYZ:
```
15
Properties=species:S:1:pos:R:3:forces:R:3
C 2.095875 0.686191 -0.832327 0.03 -0.15 -0.43
N 0.225672 -1.207119 0.875261 0.70 -1.37 0.00
C 0.134669 0.236931 0.545111 -2.74 1.42 -1.81
N -0.810670 -1.886239 0.918582 0.38 0.99 -0.46
C -1.147657 0.661472 -0.178769 -2.28 -0.57 3.16
O 0.711495 0.340121 -0.905975 1.90 -0.52 1.44
N -2.211149 -0.094871 -0.103202 1.41 0.09 -0.57
O 0.433072 1.005514 1.495311 0.83 -0.59 -0.46
H -0.631178 -2.884638 1.080461 0.15 0.29 0.33
H -1.864498 -1.159305 0.451414 -0.52 0.84 -0.75
H -3.060143 0.255407 -0.534679 -0.07 -0.19 0.24
H -1.219150 1.737876 -0.343383 0.14 -0.30 -0.68
H 2.278558 1.432270 -0.058282 -0.11 0.04 0.02
H 2.383416 1.083822 -1.805558 0.07 -0.03 0.04
H 2.681688 -0.207434 -0.603965 0.12 0.05 -0.06
```
Positions in Å, forces in eV/Å.

***

Calculated DFT total energy (eV), listed in the same order as above: -43514.1442, -138871.5145, -16327.6189, -28813.7057, -12882.3976, -11785.2567